1.
23
Properties=species:S:1:pos:R:3 method="wB97M-V/def2-TZVPD" orbital_gap_ev=10.2 smiles=CC(C)[C@@H](N)CO.O relative_energy_kcal_mol=28.6 total_energy_ha=-404.7095 e_lumo_ha=0.0212 largest_force_ev_per_a=2.31
O -1.979 -0.830 -0.371
O -1.181 -2.001 -2.620
N 0.691 -1.334 -0.067
C 0.363 0.060 -0.193
C 1.442 2.442 0.398
C 1.202 0.962 0.754
C 0.873 0.840 2.217
C -1.141 0.291 0.026
H 2.184 0.484 0.723
H -0.316 -2.291 -2.316
H 0.976 -0.185 2.608
H -2.087 -1.435 0.353
H 1.591 2.536 -0.670
H -1.537 -1.597 -1.800
H 0.580 0.497 -1.185
H -0.050 1.245 2.640
H 1.715 1.359 2.726
H 1.475 -1.443 0.565
H 0.524 3.001 0.615
H -0.051 -1.930 0.272
H -1.412 0.558 1.053
H 2.257 2.907 0.958
H -1.609 1.042 -0.606

2.
23
Properties=species:S:1:pos:R:3 method="wB97M-V/def2-TZVPD" orbital_gap_ev=9.7 smiles=CCN[C@H](C)CO.O relative_energy_kcal_mol=49.9 total_energy_ha=-404.6756 e_lumo_ha=0.0308 largest_force_ev_per_a=4.76
O 2.168 -1.354 -1.562
O -0.191 1.022 -2.453
N -0.948 -0.512 -0.225
C -0.774 1.495 1.219
C -0.656 -1.477 0.828
C 0.790 -1.591 1.261
C -0.196 0.750 0.018
C -0.237 1.763 -1.282
H -0.964 0.455 -2.541
H -0.942 -2.473 0.613
H 2.617 -0.853 -2.259
H 1.390 -1.324 0.356
H 0.643 2.344 -1.129
H -1.258 2.203 -1.197
H -0.562 0.939 2.147
H -1.289 -1.360 1.716
H 1.204 -2.503 1.734
H -0.284 2.463 1.286
H 1.066 -0.864 2.022
H -1.877 -0.222 -0.470
H -1.857 1.491 1.339
H 1.305 -0.876 -1.502
H 0.853 0.484 0.080

3.
23
Properties=species:S:1:pos:R:3 method="wB97M-V/def2-TZVPD" orbital_gap_ev=9.2 smiles="C=C(N)CCC.O.O" relative_energy_kcal_mol=57.7 total_energy_ha=-404.6632 e_lumo_ha=0.0215 largest_force_ev_per_a=4.57
O -0.203 3.519 0.805
O -1.480 1.156 1.642
N -0.751 -1.416 0.943
C 0.864 -1.413 -0.814
C 1.503 0.859 0.219
C -0.582 -1.518 -0.445
C 1.100 0.111 -1.087
C -1.585 -1.704 -1.301
H -2.574 -1.807 -1.101
H -1.541 -1.741 -2.407
H 1.327 -2.057 -1.667
H 1.876 0.116 -1.858
H -1.134 0.634 2.347
H -0.591 2.640 0.988
H -0.061 -1.690 1.652
H 0.997 0.540 1.091
H 1.546 -1.746 0.018
H 0.019 3.340 -0.163
H 0.234 0.699 -1.552
H 1.377 1.916 0.097
H 2.464 0.751 0.437
H -1.589 -1.936 1.371
H -1.217 0.748 0.785

4.
23
Properties=species:S:1:pos:R:3 method="wB97M-V/def2-TZVPD" orbital_gap_ev=8.8 smiles="C=C(N)CCC.O.O" relative_energy_kcal_mol=56.4 total_energy_ha=-404.6652 e_lumo_ha=0.0272 largest_force_ev_per_a=3.97
O -4.436 2.643 -0.751
O -2.122 -1.672 -1.696
N 0.933 -1.952 0.181
C 3.261 -1.370 -0.300
C 0.290 1.002 0.154
C 1.928 -1.025 -0.157
C -0.314 0.891 1.578
C 1.709 0.438 -0.038
H 1.369 -2.734 0.551
H -4.534 2.469 -1.726
H -0.622 -0.157 1.721
H -4.997 3.290 -0.419
H 4.039 -0.710 -0.515
H -2.663 -2.274 -1.064
H 3.658 -2.300 -0.105
H -1.144 1.528 1.723
H 2.306 0.853 0.706
H -0.221 0.388 -0.578
H -1.263 -1.687 -1.175
H 0.383 1.127 2.425
H 1.985 0.904 -1.072
H 0.070 -1.721 0.715
H 0.384 2.069 -0.158

5.
23
Properties=species:S:1:pos:R:3 method="wB97M-V/def2-TZVPD" orbital_gap_ev=8.6 relative_energy_kcal_mol=72.5 total_energy_ha=-404.6395 e_lumo_ha=0.0234 largest_force_ev_per_a=6.10
O 0.566 -1.111 3.306
O -2.894 -2.137 -2.287
N -0.438 1.724 -0.839
C 0.443 -0.527 -0.530
C 0.492 0.768 -0.441
C 1.777 1.383 0.039
C -1.865 1.574 -0.308
C 1.373 -1.553 -0.005
H -2.455 -1.518 -2.737
H -1.893 1.459 0.827
H 0.921 -2.240 0.819
H -0.585 -0.910 -0.914
H 2.249 -1.194 0.610
H -0.180 2.618 -0.993
H -2.199 -2.362 -1.586
H 1.785 2.550 0.092
H -0.070 -0.497 2.970
H 1.734 -2.198 -0.914
H -2.369 2.430 -0.610
H 2.615 1.098 -0.591
H -2.292 0.533 -0.613
H 1.859 1.032 1.095
H 1.430 -0.924 3.609

6.
23
Properties=species:S:1:pos:R:3 method="wB97M-V/def2-TZVPD" orbital_gap_ev=9.8 smiles=CNCCCCO.O relative_energy_kcal_mol=40.2 total_energy_ha=-404.6909 e_lumo_ha=0.0337 largest_force_ev_per_a=1.75
O -0.322 1.318 3.532
O 0.504 -3.462 -2.246
N -0.954 -0.484 -0.812
C 0.211 0.531 2.484
C 0.541 1.337 0.073
C 1.125 1.316 1.527
C 0.406 -0.036 -0.556
C -1.501 -0.382 -2.177
H 1.251 2.361 1.812
H 0.701 -0.362 2.913
H 1.227 2.033 -0.422
H -2.409 0.224 -2.156
H 0.054 -2.729 -1.858
H -0.074 -3.891 -2.889
H -0.414 1.870 0.073
H -0.626 0.065 1.957
H 0.855 -0.782 0.118
H 0.372 1.527 4.169
H 2.143 0.926 1.454
H -1.593 0.001 -0.196
H -0.788 0.122 -2.829
H 1.095 -0.151 -1.399
H -1.802 -1.352 -2.572